{"formula": "C21H56O7", "method": "ωB97M-V/def2-TZVPD", "species": ["C", "C", "C", "O", "H", "H", "H", "H", "H", "H", "H", "H", "C", "C", "C", "O", "H", "H", "H", "H", "H", "H", "H", "H", "C", "C", "C", "O", "H", "H", "H", "H", "H", "H", "H", "H", "C", "C", "C", "O", "H", "H", "H", "H", "H", "H", "H", "H", "C", "C", "C", "O", "H", "H", "H", "H", "H", "H", "H", "H", "C", "C", "C", "O", "H", "H", "H", "H", "H", "H", "H", "H", "C", "C", "C", "O", "H", "H", "H", "H", "H", "H", "H", "H"], "coordinates": [[-4.96144, 1.42597, 1.12311], [-6.18657, 2.04266, 1.74080], [-7.05864, 2.77296, 0.71556], [-6.94295, 1.01087, 2.37793], [-5.15528, 0.49534, 0.58336], [-4.22806, 1.11728, 1.88032], [-4.38606, 2.08182, 0.46517], [-5.87593, 2.77346, 2.49627], [-7.52443, 2.05172, 0.04180], [-6.44748, 3.46594, 0.13647], [-7.85895, 3.32732, 1.20624], [-7.07991, 1.23902, 3.30034], [-6.94086, -2.46548, -3.00414], [-5.91946, -1.54299, -2.37201], [-6.37700, -0.09771, -2.45003], [-5.72428, -1.95843, -1.02850], [-7.95610, -2.18615, -2.71226], [-6.79242, -3.49900, -2.68906], [-6.87759, -2.43147, -4.09194], [-4.98110, -1.59266, -2.94400], [-7.27875, 0.02263, -1.84551], [-6.57717, 0.16202, -3.48984], [-5.62247, 0.57914, -2.04374], [-4.89430, -1.61055, -0.68940], [6.07208, -3.86994, 0.36961], [5.54715, -2.45482, 0.60434], [4.68596, -1.91488, -0.54006], [4.84786, -2.38602, 1.85396], [7.06242, -3.96421, 0.81737], [6.16844, -4.09478, -0.69192], [5.42321, -4.60019, 0.85037], [6.38604, -1.77717, 0.76157], [4.48396, -2.68575, -1.30338], [5.17812, -1.14868, -1.13430], [3.67239, -1.61378, -0.27220], [4.01709, -2.86072, 1.75114], [-1.46721, -0.11587, -0.28170], [-0.41915, -0.08666, 0.82223], [0.94302, 0.35677, 0.28505], [-0.86763, 0.75201, 1.87737], [-1.54850, 0.87328, -0.74488], [-2.44227, -0.37784, 0.13297], [-1.25745, -0.82939, -1.08002], [-0.31117, -1.09623, 1.22357], [1.78368, 0.06410, 0.90897], [0.92693, 1.44783, 0.17198], [1.06035, -0.03274, -0.72652], [-0.65353, 1.65978, 1.64256], [2.69440, -0.66845, -3.18974], [1.81119, -0.69243, -4.39911], [0.33351, -0.87132, -4.06491], [1.94785, 0.51305, -5.15249], [3.74908, -0.71427, -3.48764], [2.58970, -1.53902, -2.53401], [2.52064, 0.20717, -2.56104], [2.12998, -1.51645, -5.05251], [0.13229, -0.60984, -3.02292], [0.03521, -1.91338, -4.18507], [-0.30181, -0.24949, -4.69182], [2.88353, 0.73041, -5.20763], [-0.70273, 1.59064, 6.29173], [0.15945, 0.78520, 5.33173], [1.24870, 0.01247, 6.05162], [-0.67395, -0.12743, 4.61536], [-1.43538, 0.95042, 6.79057], [-1.30716, 2.32201, 5.74323], [-0.14610, 2.11583, 7.06909], [0.62245, 1.48247, 4.62473], [1.49562, -0.86654, 5.45339], [0.93256, -0.30124, 7.04362], [2.16849, 0.59893, 6.09003], [-0.78867, 0.20840, 3.71814], [6.95356, 1.73493, -1.48923], [5.43251, 1.67358, -1.57471], [4.76610, 1.87508, -0.23233], [4.90877, 2.69550, -2.42999], [7.40433, 1.24458, -2.36055], [7.30612, 1.13278, -0.64692], [7.33420, 2.75198, -1.43454], [5.16847, 0.69949, -2.00124], [3.68701, 1.92175, -0.37141], [5.14992, 2.82357, 0.14759], [5.00392, 1.06689, 0.45795], [5.14164, 2.50492, -3.34398]], "forces_ev_per_angstrom": [[1.35, -0.68, 0.10], [-0.35, 0.41, -0.13], [0.07, -0.26, 0.18], [-0.04, -0.02, 0.04], [-0.50, 0.20, -0.14], [-0.27, 0.12, 0.17], [-0.36, 0.22, -0.08], [0.07, -0.03, -0.04], [0.10, -0.01, -0.04], [-0.06, 0.04, -0.04], [0.03, 0.01, 0.03], [-0.01, -0.01, -0.05], [-0.19, -0.28, 0.03], [0.16, 0.30, -0.39], [-0.05, 0.01, 0.31], [0.04, -0.18, 0.13], [0.04, 0.04, 0.03], [0.15, 0.05, -0.01], [-0.02, 0.08, 0.00], [0.04, -0.33, 0.18], [-0.07, 0.05, -0.14], [-0.06, 0.15, 0.03], [0.04, 0.02, -0.10], [-0.06, 0.09, -0.07], [0.42, 0.23, 0.02], [-0.41, 0.24, 0.30], [-0.32, -0.94, -1.21], [0.08, 0.08, -0.07], [-0.07, -0.16, 0.06], [-0.03, -0.05, -0.01], [-0.12, -0.05, -0.13], [0.05, -0.01, -0.08], [0.21, -0.14, 0.31], [-0.03, 0.33, 0.35], [0.26, 0.46, 0.46], [-0.03, -0.06, 0.05], [-0.29, 0.18, -0.08], [0.32, -0.42, -0.66], [-0.55, 0.30, -0.25], [0.08, -0.05, 0.32], [-0.03, -0.02, 0.02], [0.02, 0.08, 0.07], [0.24, -0.05, 0.11], [-0.15, 0.09, 0.28], [-0.01, 0.03, 0.08], [0.17, -0.03, 0.05], [0.23, -0.16, 0.07], [-0.05, 0.09, 0.01], [0.77, -0.35, 0.69], [-0.32, -0.20, -0.61], [-0.02, -0.11, 0.31], [-0.08, 0.19, 0.13], [-0.03, 0.32, 0.00], [-0.36, -0.07, -0.23], [0.03, 0.15, -0.19], [-0.07, -0.05, 0.11], [0.02, 0.14, -0.05], [-0.01, 0.02, -0.04], [0.10, -0.02, -0.13], [-0.01, 0.01, -0.03], [-0.64, 0.29, -0.01], [-0.28, 0.06, 0.13], [0.32, -0.16, -0.53], [0.10, 0.07, 0.09], [0.24, -0.22, -0.01], [0.16, 0.02, 0.04], [0.20, 0.02, -0.13], [0.06, -0.09, -0.08], [-0.08, -0.07, 0.12], [0.09, -0.03, 0.09], [-0.09, 0.09, 0.39], [-0.08, -0.02, -0.12], [0.15, -0.71, -0.29], [0.13, -0.03, -0.30], [0.19, 0.07, -0.32], [-0.03, 0.00, -0.03], [-0.06, 0.27, -0.09], [-0.02, 0.26, 0.15], [-0.10, 0.07, 0.20], [-0.15, 0.01, 0.12], [-0.02, 0.10, 0.12], [-0.27, -0.01, 0.29], [0.06, 0.03, 0.04], [0.10, 0.00, 0.07]], "mulliken_charge": [-0.990, 0.461, -1.285, -0.580, 0.112, 0.279, 0.402, 0.334, 0.252, 0.336, 0.344, 0.331, -1.381, 0.685, -1.202, -0.581, 0.329, 0.353, 0.374, 0.179, 0.255, 0.422, 0.306, 0.259, -1.334, 0.473, -0.889, -0.578, 0.319, 0.369, 0.330, 0.256, 0.483, 0.127, 0.064, 0.332, -1.290, 0.597, -0.847, -0.577, 0.316, 0.257, 0.338, 0.204, 0.303, 0.501, -0.191, 0.290, -1.293, 0.451, -0.724, -0.580, 0.533, 0.344, 0.350, 0.182, -0.261, 0.328, 0.381, 0.307, -1.405, 0.778, -1.282, -0.576, 0.343, 0.316, 0.355, 0.188, 0.341, 0.292, 0.351, 0.378, -1.583, 1.515, -1.101, -0.595, 0.384, 0.317, 0.389, -0.462, 0.133, 0.415, 0.294, 0.350], "e_homo_ev": -9.69, "de_lowest_ev": 1.7564, "lumo_energy_ev": 0.338, "homo_lumo_gap_ev": 10.03, "smiles": "CC(C)O.CC(C)O.CC(C)O.CC(C)O.CC(C)O.CC(C)O.CC(C)O"}